[1]
Computed, not measured: a structure of composition C15H32NO7S2 in a non-equilibrium geometry, with ωB97M-V/def2-TZVPD.

Summary:
- E: -53566.220 eV
- HOMO level: -5.3 eV
- Orbital gap: 7.76 eV

```
! RIJCOSX wB97M-V def2-TZVPD def2/J DEFGRID3
* xyz -1 1
C -2.6161 1.7043 0.3112
C -3.3829 1.0636 -0.9100
C -4.8905 1.4571 -0.7503
C -2.7017 1.6244 -2.2112
C -1.7132 0.6150 -2.8928
C -2.4161 -0.6034 -3.5677
C -0.5185 0.2146 -1.9464
O -0.9006 -0.6778 -0.8959
S -0.6846 -2.2774 -1.2392
O 0.0418 -2.5315 -2.5067
O -2.0294 -2.9249 -1.3160
N 0.2834 -2.8894 0.0114
S -0.6586 -3.3061 1.3472
O -1.8276 -2.4025 1.6189
O -1.1286 -4.7193 1.1771
C 0.3430 -3.2789 2.8776
C 1.7508 -3.9556 2.7561
C 2.9047 -3.0442 3.3283
C 3.3376 -1.9460 2.3123
O 3.7340 -2.5343 1.0777
H -1.5407 1.4258 0.2794
H -2.6583 2.8202 0.2635
H -3.0091 1.3264 1.2826
H -3.3091 -0.0443 -0.8897
H -4.9509 2.5376 -0.4743
H -5.2934 0.8607 0.1029
H -5.4748 1.2164 -1.6613
H -3.4739 1.8698 -2.9836
H -2.1249 2.5388 -1.9312
H -1.2231 1.1936 -3.7194
H -3.2573 -0.9906 -2.9484
H -2.9006 -0.2138 -4.5025
H -1.7334 -1.4129 -3.8843
H 0.3857 -0.0811 -2.5150
H -0.2460 1.1756 -1.4397
H 0.4360 -2.2185 3.2134
H -0.2549 -3.7784 3.6716
H 1.7756 -4.9056 3.3331
H 1.9919 -4.1418 1.6894
H 2.5603 -2.5364 4.2598
H 3.7800 -3.6850 3.5886
H 4.2199 -1.4047 2.7457
H 2.5329 -1.1857 2.1638
H 3.8782 -1.8430 0.4312
C 3.5254 2.8248 0.1097
C 2.7041 3.6887 1.0472
C 1.5989 4.1812 0.1316
O 1.3813 3.1571 -0.8458
C 2.4514 2.2020 -0.7647
H 4.1394 2.0829 0.6209
H 4.1837 3.4546 -0.4965
H 2.2815 3.0722 1.8455
H 3.2691 4.5005 1.5066
H 1.8977 5.0938 -0.3968
H 0.6675 4.3781 0.6657
H 2.0527 1.2875 -0.3126
H 2.8098 1.9656 -1.7679
*
```

---

[2]
Computed, not measured: a structure of composition C7H13NO2PPb in a non-equilibrium geometry, with ωB97M-V/def2-TZVPD.

Summary:
- Energy above the lowest of the compared OMol25 structures with the same formula, charge and spin: 0.000 eV
- E: -27582.090 eV
- HOMO level (spin up / spin down): -9.3 / -9.3 eV
- Orbital gap (spin up / spin down): 5.12 / 5.11 eV

```
! RIJCOSX wB97M-V def2-TZVPD def2/J DEFGRID3
* xyz 1 1
C 0.8654 0.0157 -3.5702
C -0.3801 -0.6879 -3.5285
C -0.1699 -1.9167 -2.8427
C 1.2189 -2.0091 -2.5165
C 1.8585 -0.8078 -2.9560
Pb 0.3968 0.5642 -0.3440
P -0.2702 3.1384 -0.5524
H 1.0507 0.9409 -4.1132
H -1.3413 -0.3032 -3.9032
H -0.9404 -2.6325 -2.5603
H 2.9314 -0.6141 -2.9392
H 1.7075 -2.8348 -1.9803
H -1.3042 3.4310 0.3922
H -0.7888 3.7345 -1.7572
H 0.7613 4.0577 -0.1642
N -0.1853 -1.0432 4.1459
C -1.0412 0.0194 3.5342
C -0.6346 0.0440 2.1037
O -1.4021 0.4938 1.1921
O 0.5434 -0.4088 1.8600
H -0.5826 -1.9717 3.9685
H -0.1177 -0.9539 5.1557
H 0.7596 -0.9963 3.7084
H -2.0933 -0.2405 3.6509
H -0.8420 0.9810 4.0163
*
```

---

[3]
Computed, not measured: a structure of composition C52H34IN5V, with ωB97M-V/def2-TZVPD.

Summary:
- Energy above the lowest of the compared OMol25 structures with the same formula, charge and spin: 0.000 eV
- E: -95717.091 eV
- HOMO level (spin up / spin down): -7.2 / -7.1 eV
- ⟨S²⟩: 0.9813
- Orbital gap (spin up / spin down): 5.28 / 5.35 eV

```
! RIJCOSX wB97M-V def2-TZVPD def2/J DEFGRID3
* xyz 0 2
V 0.1539 0.1544 -0.5244
C -6.7893 -1.4235 1.9667
C -6.2945 -0.1514 2.2051
C -5.1836 0.3165 1.5235
C -4.5276 -0.4527 0.5504
C -5.0097 -1.7597 0.3803
C -6.1225 -2.2298 1.0590
C -3.2493 -0.0352 -0.0982
C -2.6465 -0.8986 -1.0631
C -3.3613 -1.6971 -2.0338
C -2.4401 -2.2808 -2.8320
C -1.1428 -1.8754 -2.3617
C 0.0535 -2.3369 -2.8569
C -0.0039 -3.2816 -4.0109
C 0.1706 -4.6495 -3.8337
C 0.1142 -5.5074 -4.9224
C -0.1121 -5.0032 -6.1950
C -0.2816 -3.6381 -6.3771
C -0.2279 -2.7791 -5.2892
C 1.3484 -1.9948 -2.3825
N 1.5903 -1.0795 -1.4297
C 2.9358 -1.0298 -1.2326
C 3.5859 -0.1441 -0.3613
C 5.0650 -0.2850 -0.2476
C 5.6111 -1.3814 0.4129
C 6.9869 -1.5214 0.5166
C 7.8274 -0.5726 -0.0473
C 7.2881 0.5189 -0.7131
C 5.9127 0.6648 -0.8103
C 2.9824 0.8886 0.3531
C 3.6630 1.8677 1.1376
C 2.7403 2.8027 1.5066
C 1.4874 2.3839 0.9670
N 1.6369 1.2148 0.3110
C 0.2578 3.0928 1.0810
C -0.9627 2.6056 0.6978
C -2.2198 3.2969 0.8597
C -3.2025 2.4104 0.6253
C -2.5894 1.1471 0.2519
N -1.2253 1.3232 0.2236
C 0.3198 4.4491 1.6939
C -0.2556 4.6952 2.9370
C -0.1926 5.9601 3.5029
C 0.4447 6.9913 2.8284
C 1.0200 6.7536 1.5875
C 0.9606 5.4883 1.0237
C 3.5744 -1.9613 -2.1194
C 2.5862 -2.5562 -2.8418
N -1.3266 -0.9986 -1.2936
H -7.6504 -1.7923 2.5078
H -6.7509 0.4798 2.9566
H -4.8034 1.2754 1.8250
H -4.4868 -2.4573 -0.2550
H -6.4511 -3.2470 0.8881
H -4.4317 -1.7484 -2.1342
H -2.6208 -2.9267 -3.6750
H 0.3460 -5.0404 -2.8387
H 0.2455 -6.5717 -4.7756
H -0.1557 -5.6736 -7.0434
H -0.4547 -3.2395 -7.3683
H -0.3539 -1.7113 -5.4229
H 4.9518 -2.1225 0.8479
H 7.4019 -2.3740 1.0382
H 8.9009 -0.6846 0.0306
H 7.9390 1.2583 -1.1614
H 5.4861 1.5112 -1.3345
H 4.7151 1.8602 1.3686
H 2.9021 3.6946 2.0882
H -2.3241 4.3410 1.1044
H -4.2561 2.6205 0.5918
H -0.7525 3.8866 3.4604
H -0.6412 6.1393 4.4714
H 0.4920 7.9792 3.2675
H 1.5125 7.5566 1.0545
H 1.4026 5.2986 0.0530
H 4.6366 -2.1217 -2.1964
H 2.6886 -3.2945 -3.6192
I 0.3990 1.5475 -2.8467
C 0.5085 -1.3597 0.9505
C -0.4296 -1.0188 2.0286
C -0.1159 -0.0160 2.9603
C -1.0522 0.4199 3.8719
C -2.3237 -0.1620 3.8913
C -2.6282 -1.2098 3.0255
C -1.6887 -1.6235 2.0993
C -3.3302 0.3276 4.7898
N -4.1502 0.7154 5.4971
H 0.3094 -2.3189 0.4796
H 1.5551 -1.2645 1.2286
H 0.8658 0.4427 2.9348
H -0.8136 1.2116 4.5701
H -3.6066 -1.6712 3.0604
H -1.9364 -2.4175 1.4049
*
```

---

[4]
Computed, not measured: an isolated molecule of C27H34N4O2, with ωB97M-V/def2-TZVPD.

Summary:
- Energy above the lowest of the compared OMol25 structures with the same formula, charge and spin: 0.523 eV
- E: -38606.872 eV
- HOMO level: -8.3 eV
- Orbital gap: 8.93 eV
- SMILES: CCOc1ccc(CN2CCC(n3nccc3NC(=O)CCCc3ccccc3)CC2)cc1

```
! RIJCOSX wB97M-V def2-TZVPD def2/J DEFGRID3
* xyz 0 1
C 2.9170 6.3738 5.2866
C 1.9081 6.6261 4.1695
O 2.4089 6.2815 2.8943
C 2.4979 4.9713 2.5307
C 3.1144 4.7328 1.3019
C 3.2447 3.4479 0.8180
C 2.7720 2.3636 1.5458
C 2.9229 0.9515 1.0486
N 1.6846 0.2079 1.2021
C 0.6424 0.7156 0.3330
C -0.6891 0.0574 0.6754
C -0.5668 -1.4593 0.4994
N -1.7977 -2.1286 0.8455
N -2.0053 -2.5962 2.0806
C -3.2280 -3.0854 2.0885
C -3.8490 -2.9361 0.8429
C -2.8966 -2.3066 0.0670
N -2.9235 -1.8872 -1.2549
C -3.9913 -1.9934 -2.1015
O -5.0634 -2.4453 -1.7755
C -3.6881 -1.4966 -3.5048
C -3.6002 -2.6796 -4.4764
C -2.5844 -3.7402 -4.0371
C -1.2102 -3.2114 -3.7282
C -0.5320 -3.6620 -2.6007
C 0.7432 -3.2087 -2.3075
C 1.3556 -2.2792 -3.1310
C 0.6909 -1.8228 -4.2568
C -0.5760 -2.2921 -4.5571
C 0.5790 -1.9579 1.3749
C 1.8617 -1.2173 1.0116
C 2.1564 2.6044 2.7652
C 2.0140 3.8886 3.2589
H 3.1637 5.3171 5.3555
H 2.5035 6.7035 6.2358
H 3.8316 6.9267 5.0877
H 1.6977 7.6970 4.0960
H 0.9642 6.1042 4.3706
H 3.4805 5.5787 0.7416
H 3.7239 3.2864 -0.1373
H 3.2710 0.9584 -0.0009
H 3.6872 0.4455 1.6486
H 0.8822 0.5294 -0.7336
H 0.5711 1.7955 0.4799
H -1.4800 0.4592 0.0384
H -0.9398 0.2698 1.7149
H -0.3315 -1.6868 -0.5503
H -3.6245 -3.5295 2.9794
H -4.8315 -3.2283 0.5421
H -2.0549 -1.5309 -1.6261
H -2.7604 -0.9224 -3.5243
H -4.5087 -0.8481 -3.8162
H -4.5808 -3.1540 -4.5356
H -3.3509 -2.3018 -5.4696
H -2.9710 -4.2552 -3.1547
H -2.5000 -4.4845 -4.8355
H -1.0067 -4.3798 -1.9462
H 1.2592 -3.5855 -1.4360
H 2.3480 -1.9188 -2.9024
H 1.1648 -1.1038 -4.9091
H -1.0721 -1.9414 -5.4499
H 0.3264 -1.7725 2.4176
H 0.7126 -3.0319 1.2418
H 2.1428 -1.4531 -0.0333
H 2.6713 -1.5542 1.6635
H 1.7756 1.7670 3.3294
H 1.5233 4.0275 4.2094
*
```

---

[5]
Computed, not measured: a cluster of 3 separate species, C9H16BN4O7 in total in a non-equilibrium geometry, with ωB97M-V/def2-TZVPD.

Summary:
- E: -30553.731 eV
- HOMO level: -13.1 eV
- Orbital gap: 9.06 eV

```
! RIJCOSX wB97M-V def2-TZVPD def2/J DEFGRID3
* xyz 1 1
C -4.8170 -0.9160 -1.6917
B -3.5578 -0.2337 -0.8841
O -3.5455 -0.4289 0.6080
N -2.3931 0.5269 -1.4882
C -2.3102 1.7057 -2.4312
N -0.8331 2.0830 -2.6637
C -0.1081 1.0460 -1.8351
N 1.2362 0.8212 -1.6094
N -1.1112 0.1114 -1.1407
H -5.7920 -0.3172 -1.3518
H -4.7319 -0.8931 -2.8594
H -4.9039 -2.0376 -1.2920
H -2.7280 -0.0036 1.0036
H -3.2434 2.2667 -2.9106
H 1.6163 -0.1197 -1.2886
H 1.9459 1.5637 -1.8099
H -0.7822 -0.6789 -0.5247
C 6.2750 1.2156 -2.4399
C 6.1400 0.0853 -1.4718
O 5.2909 0.6137 -0.4709
C 4.5748 1.6217 -1.0495
O 3.6287 2.1841 -0.5238
O 5.0548 1.9174 -2.2927
H 6.4013 0.8693 -3.4693
H 7.1018 1.8871 -2.1861
H 5.6585 -0.7916 -1.9174
H 7.1014 -0.2150 -1.0461
C -3.0456 -1.1900 3.8872
C -2.2105 -1.6546 5.0360
O -0.9847 -2.0094 4.4247
C -0.9062 -1.3081 3.2561
O 0.0918 -1.2422 2.5581
O -2.0895 -0.6898 2.9714
H -3.7524 -0.4072 4.1758
H -3.5957 -2.0089 3.4118
H -2.0246 -0.8598 5.7661
H -2.6507 -2.5135 5.5499
*
```

---

[6]
Computed, not measured: a cluster of 2 separate species, C7H12 in total, with ωB97M-V/def2-TZVPD.

Summary:
- Energy above the lowest of the compared OMol25 structures with the same formula, charge and spin: 1.441 eV
- E: -7451.991 eV
- HOMO level: -8.1 eV
- Orbital gap: 9.30 eV
- SMILES: C/C=C1/C=CCC1.[H][H]

```
! RIJCOSX wB97M-V def2-TZVPD def2/J DEFGRID3
* xyz 0 1
C -2.0513 -1.2674 0.7935
C -1.5491 -0.4225 -0.3397
C -0.3854 0.2350 -0.3635
C 0.0979 1.0871 -1.4607
C 1.2305 1.7119 -1.1286
C 1.6753 1.3733 0.2733
C 0.6878 0.2662 0.7152
H -3.0417 -0.9313 1.1254
H -2.1565 -2.3174 0.4919
H -1.3788 -1.2338 1.6563
H -2.2003 -0.3431 -1.2111
H -0.4318 1.1895 -2.4038
H 1.7728 2.4075 -1.7627
H 2.7193 1.0397 0.3065
H 1.6110 2.2581 0.9210
H 0.2706 0.4510 1.7104
H 1.1972 -0.7048 0.7577
H 0.7333 -2.1498 -1.2431
H 1.1147 -2.7855 -1.1720
*
```

---

[7]
Computed, not measured: the ion C6H12ClO4S with charge +1 in a non-equilibrium geometry, with ωB97M-V/def2-TZVPD.

Summary:
- Energy above the lowest of the compared OMol25 structures with the same formula, charge and spin: 0.000 eV
- E: -37951.393 eV
- HOMO level: -14.7 eV
- Orbital gap: 9.64 eV

```
! RIJCOSX wB97M-V def2-TZVPD def2/J DEFGRID3
* xyz 1 1
C 1.6097 0.5874 0.7417
C 1.2964 -0.7144 0.1844
C 0.8777 1.5334 -0.2408
C -0.1849 -0.9701 0.2435
C -0.6134 1.4418 -0.1108
C -1.0227 -0.0099 -0.5326
O -2.9048 -0.6805 1.4207
O -1.6835 -2.6745 -0.1543
O -0.3679 -2.3081 -0.2293
O -3.8090 -1.1485 -0.7449
S -2.8091 -0.2473 0.0668
Cl -3.7849 1.5336 -0.1625
H 1.1629 0.8948 1.6893
H 2.6379 0.7880 0.8543
H 1.4110 -0.7062 -0.9703
H 1.8313 -1.6304 0.5977
H 1.1659 2.5297 -0.1221
H 1.3495 1.3960 -1.2409
H -4.1580 -1.8963 -0.3676
H -0.4282 -1.0439 1.3420
H -0.9529 1.5639 0.9041
H -0.9539 1.9586 -1.0566
H -1.2761 -0.1606 -1.5243
H -1.8222 -3.0016 0.7378
*
```

---

[8]
Computed, not measured: a structure of composition C42H37F2N7O2P2Ti in a non-equilibrium geometry, with ωB97M-V/def2-TZVPD.

Summary:
- Energy above the lowest of the compared OMol25 structures with the same formula, charge and spin: 0.242 eV
- E: -105805.115 eV
- HOMO level (spin up / spin down): -9.6 / -9.6 eV
- ⟨S²⟩: 0.7545
- Orbital gap (spin up / spin down): 7.28 / 7.33 eV

```
! RIJCOSX wB97M-V def2-TZVPD def2/J DEFGRID3
* xyz 1 2
Ti 0.2123 1.1185 -0.5349
C 0.9120 -3.8059 -3.5026
N 0.2775 -2.5580 -3.0675
C -0.9930 -2.1683 -3.4121
C -1.2271 -1.0014 -2.7534
N -0.1170 -0.6637 -2.0094
C 0.7698 -1.6238 -2.2152
P 2.4619 -1.6453 -1.5778
C 2.1385 -1.2609 0.1736
N 1.2838 -0.3608 0.6415
C 1.4952 -0.3091 2.0044
C 2.4626 -1.1929 2.3456
N 2.8650 -1.7874 1.1760
C 3.8871 -2.8391 1.1099
C 2.9112 0.0332 -2.1082
N 2.2088 1.1167 -1.8348
C 2.8847 2.1729 -2.3887
C 4.0094 1.7123 -3.0052
N 4.0198 0.3516 -2.8202
C 5.0477 -0.5722 -3.3140
H 0.9959 -3.8203 -4.5864
H 1.9017 -3.8840 -3.0678
H 0.3182 -4.6553 -3.1748
H -1.6061 -2.7415 -4.0911
H -2.1119 -0.3871 -2.7477
H 0.9340 0.3445 2.6485
H 2.8915 -1.4483 3.3031
H 4.8251 -2.4658 1.5106
H 3.5601 -3.6987 1.6890
H 4.0355 -3.1473 0.0828
H 2.5306 3.1896 -2.3070
H 4.7863 2.2239 -3.5538
H 5.8150 0.0064 -3.8173
H 5.5031 -1.1147 -2.4906
H 4.6231 -1.2802 -4.0201
F 3.6300 3.9088 2.9196
C 2.6746 3.9157 1.9732
C 2.2654 2.7176 1.4227
C 1.3024 2.6865 0.4123
C 0.8473 3.9372 -0.0729
C 1.2158 5.1022 0.5825
F 0.6830 6.2919 0.2304
C 2.1302 5.1270 1.6133
C 0.0868 3.9181 -1.3491
C -0.1937 5.0416 -2.1253
C -0.7538 4.8865 -3.3802
C -1.0040 3.6200 -3.8757
C -0.6959 2.5537 -3.0692
N -0.1839 2.6833 -1.8358
H 2.7337 1.8224 1.8063
H 2.4099 6.0540 2.0958
H 0.0338 6.0248 -1.7495
H -0.9781 5.7612 -3.9796
H -1.4325 3.4581 -4.8554
H -0.8634 1.5442 -3.4059
O -2.0353 2.7986 0.5221
C -1.2490 1.8987 0.8431
C -1.3891 1.3938 2.2627
C -1.3880 2.2698 3.3433
C -1.5157 1.7727 4.6299
C -1.6884 0.4038 4.8341
C -1.7439 -0.4625 3.7537
C -1.5581 0.0190 2.4563
P -1.8714 -0.9307 0.9012
C -1.0269 -2.5507 1.0604
C -0.1574 -2.9233 2.0827
C 0.5046 -4.1493 2.0417
C 0.3018 -5.0200 0.9800
C -0.5761 -4.6647 -0.0406
C -1.2208 -3.4354 -0.0053
C -3.6243 -1.3192 1.3243
C -4.0385 -2.5091 1.9163
C -5.3695 -2.6822 2.2853
C -6.2956 -1.6710 2.0684
C -5.8879 -0.4749 1.4886
C -4.5607 -0.3025 1.1201
H -1.2934 3.3349 3.1592
H -1.5130 2.4494 5.4772
H -1.8100 0.0180 5.8396
H -1.9571 -1.5135 3.9249
H 0.0162 -2.2545 2.9157
H 1.1708 -4.4275 2.8518
H 0.8170 -5.9726 0.9493
H -0.7653 -5.3537 -0.8564
H -1.9013 -3.1626 -0.8063
H -3.3299 -3.3100 2.0949
H -5.6802 -3.6131 2.7472
H -7.3302 -1.8098 2.3577
H -6.6017 0.3251 1.3277
H -4.2391 0.6530 0.7155
O -2.9645 1.2881 -1.6716
H -3.8115 0.9131 -1.4107
H -2.8363 2.0823 -1.1257
*
```

---

[9]
Computed, not measured: a cluster of 5 separate species, C22H43FNO8 in total, with ωB97M-V/def2-TZVPD.

Summary:
- E: -44093.331 eV
- HOMO level: -11.9 eV
- Orbital gap: 8.69 eV

```
! RIJCOSX wB97M-V def2-TZVPD def2/J DEFGRID3
* xyz 1 1
C -1.7533 1.0500 -6.6880
C -0.5963 0.0857 -6.8926
F -1.0633 -1.2146 -6.6830
C 0.6863 0.2793 -6.0171
C 1.0523 -0.9412 -5.1633
C 0.1503 -0.7602 -3.9319
C 0.1671 0.7235 -3.8099
N 0.4889 1.2676 -4.9245
H -1.7748 1.5211 -5.7069
H -1.7498 1.8340 -7.4442
H -2.6790 0.4907 -6.8027
H -0.2704 0.1223 -7.9318
H 1.5007 0.5912 -6.6647
H 0.9900 -1.8911 -5.6782
H 2.0754 -0.7817 -4.8180
H -0.8848 -1.0662 -4.1177
H 0.5151 -1.2347 -3.0247
H -0.0256 1.2996 -2.9084
H 0.5743 2.2710 -5.0397
O 1.2672 1.1279 -1.1841
C 0.3025 0.8097 -0.5207
O -0.9041 1.0417 -1.0708
C -2.1458 0.5848 -0.4664
C -2.6977 1.5849 0.5156
C 0.4150 0.1966 0.8402
H -2.0030 -0.4004 -0.0357
H -2.8120 0.4531 -1.3174
H -2.0291 1.7417 1.3623
H -3.6496 1.2356 0.9139
H -2.8611 2.5501 0.0346
H 0.5058 1.0023 1.5710
H 1.3253 -0.3957 0.8907
H -0.4378 -0.4148 1.1180
O -2.5550 -2.5281 -0.7705
C -1.9590 -3.5402 -0.4946
O -2.3342 -4.2192 0.5962
C -1.7650 -5.4869 0.9736
C -0.4813 -5.3210 1.7552
C -0.7726 -4.0107 -1.3038
H -1.6370 -6.1198 0.0954
H -2.5374 -5.9419 1.5898
H 0.3026 -4.8554 1.1575
H -0.1222 -6.2967 2.0836
H -0.6526 -4.7024 2.6355
H 0.1136 -3.4997 -0.9222
H -0.9342 -3.7095 -2.3356
H -0.5885 -5.0795 -1.2623
O -4.5620 2.1378 3.3542
C -3.9847 2.9981 3.9611
O -2.9533 3.6220 3.3436
C -2.2744 4.7541 3.9060
C -1.1871 4.3478 4.8771
C -4.3284 3.3508 5.3861
H -2.9899 5.4400 4.3603
H -1.8474 5.2607 3.0419
H -1.5953 3.8324 5.7460
H -0.6525 5.2316 5.2267
H -0.4741 3.6833 4.3885
H -3.7899 2.6627 6.0393
H -5.3924 3.1796 5.5221
H -4.0788 4.3665 5.6770
O 2.7429 -1.3105 2.6087
C 3.8115 -0.7568 2.6365
O 4.3247 -0.3178 1.4697
C 5.5284 0.4648 1.3937
C 6.7717 -0.3964 1.3973
C 4.5947 -0.5993 3.9151
H 5.5454 1.2118 2.1875
H 5.4309 0.9989 0.4503
H 6.8801 -0.9454 2.3324
H 7.6551 0.2297 1.2681
H 6.7353 -1.1158 0.5797
H 5.1718 -1.5128 4.0663
H 3.8836 -0.5139 4.7318
H 5.2786 0.2434 3.9310
*
```